A 23-piece molecular cluster, C46H138O46 overall in a non-equilibrium geometry, computed with the ωB97M-V functional and the def2-TZVPD basis.

Results
Relative energy (zero: lowest compared OMol25 entry of this formula, charge and spin), kcal per mole: 262.2

```
230
Properties=species:S:1:pos:R:3:forces:R:3
C -3.688801 6.056733 -4.815470 -0.9 0.9 -0.6
C -2.662801 5.381143 -3.902110 0.9 0.2 -1.9
O -2.351691 6.275783 -2.891840 -0.4 1.0 2.2
O -4.913271 6.426543 -4.165220 0.5 -1.0 0.0
H -3.919801 5.665313 -5.806190 -0.2 -1.2 0.4
H -3.328111 7.019283 -5.178100 1.2 0.3 0.3
H -1.690991 5.309823 -4.390570 -0.2 -0.9 -1.0
H -2.872561 4.405993 -3.462590 -0.5 0.1 -0.3
H -2.019491 7.066133 -3.323790 0.1 0.2 0.2
H -4.599631 6.789543 -3.333680 -0.3 0.2 0.4
C 3.122049 -1.719247 6.853590 1.2 2.3 -1.9
C 2.872379 -2.286637 5.472100 1.0 1.9 0.5
O 1.727209 -3.054317 5.444360 -0.6 -1.2 -0.7
O 2.161729 -0.653037 7.099070 -0.9 -2.1 1.7
H 3.998959 -1.086737 6.715470 1.0 -0.8 0.3
H 3.328309 -2.494937 7.591050 -0.9 0.5 0.6
H 3.745479 -2.712597 4.977780 0.0 -1.2 0.6
H 2.852099 -1.388427 4.854910 -1.0 0.4 -0.4
H 1.086639 -2.739117 6.086170 0.0 0.3 0.0
H 2.102049 -0.069467 6.339150 0.5 0.2 -0.5
C 1.351489 -6.285447 -1.672850 0.7 -0.4 3.5
C 1.068969 -7.743397 -1.337460 -0.7 -0.5 -0.3
O -0.345671 -8.196257 -1.427370 1.6 1.0 0.6
O 1.288689 -5.912237 -2.977480 -0.9 -0.1 -2.0
H 2.331359 -6.006257 -1.285560 0.5 -0.6 0.1
H 0.767229 -5.709537 -0.955170 -0.9 0.4 -0.6
H 1.417109 -7.893737 -0.315560 -0.4 0.0 0.1
H 1.657929 -8.456497 -1.914270 0.2 0.1 -0.4
H -0.556781 -8.471817 -2.322410 -0.1 0.2 -0.1
H 1.455579 -6.759307 -3.397250 0.2 0.2 -0.9
C 6.333809 5.084143 -1.453740 -0.4 -1.1 1.1
C 4.802339 4.826523 -1.200800 1.0 0.4 -1.0
O 4.405469 4.486693 0.108250 0.5 0.2 0.7
O 6.841469 6.249523 -0.751200 -0.8 -0.6 -0.7
H 6.588319 5.091833 -2.513580 -0.5 0.4 -0.2
H 6.865559 4.206753 -1.085590 0.1 -0.2 0.3
H 4.431149 3.945843 -1.724940 0.4 0.3 -0.7
H 4.290209 5.719133 -1.560060 -0.4 0.0 0.1
H 4.685709 5.181873 0.708060 0.0 0.3 0.2
H 7.608489 6.516393 -1.263110 0.1 0.2 0.2
C 0.092359 -0.937007 -6.100780 -1.6 -0.9 0.9
C 0.861089 -1.371527 -4.852720 1.7 0.7 -0.4
O 2.229609 -1.544507 -5.250480 0.3 -0.8 -0.4
O -0.493281 -2.127747 -6.689940 0.6 0.3 0.3
H 0.706089 -0.415627 -6.835360 0.3 0.0 0.3
H -0.702731 -0.281037 -5.746350 -0.2 0.2 -0.3
H 0.564289 -2.286667 -4.340340 -0.8 0.1 -0.3
H 1.021949 -0.598987 -4.100790 -1.0 0.3 0.0
H 2.257599 -2.403877 -5.677450 0.3 -0.1 -0.3
H -1.300491 -1.919757 -7.166120 0.0 0.2 0.0
C 1.924009 3.738913 2.102110 -2.3 -0.1 -2.2
C 1.960669 5.071443 2.715730 2.6 -0.3 -0.5
O 1.606909 5.053313 4.027050 -1.6 1.1 2.1
O 2.665939 2.709693 2.641230 0.4 -0.6 1.1
H 2.144979 3.910353 1.048600 0.3 -0.3 -0.3
H 0.885839 3.410263 2.150150 -0.3 -0.3 -0.1
H 1.474109 5.816733 2.086520 -0.6 -0.1 0.4
H 3.019839 5.319883 2.648440 0.7 0.7 0.0
H 1.901319 4.278503 4.511400 0.2 -0.1 -0.3
H 3.564329 2.983713 2.839750 0.8 0.1 -0.1
C -0.583571 -6.959957 2.845340 0.0 -1.7 0.5
C -1.185341 -8.233317 2.170020 -0.4 1.4 0.8
O -0.334661 -8.872587 1.307800 0.8 -0.6 -0.3
O 0.083909 -6.090577 1.978010 -0.5 0.2 -0.8
H 0.172859 -7.250827 3.574230 -0.2 -0.5 0.4
H -1.431171 -6.553947 3.397450 -0.1 0.7 0.1
H -2.095851 -7.962017 1.635730 -0.2 0.2 0.0
H -1.510921 -8.906737 2.962870 0.2 -0.1 0.2
H -0.387391 -8.369287 0.492010 0.1 -0.3 -0.5
H 0.813859 -5.708677 2.470890 -0.1 0.5 -0.1
C 4.908979 1.599273 -3.571970 -0.6 -2.9 0.0
C 3.464109 1.752343 -4.077360 -0.2 -0.2 1.3
O 2.836289 2.842273 -3.377870 0.4 0.3 0.4
O 5.715579 2.533603 -4.128480 0.6 2.5 -0.7
H 5.341709 0.643273 -3.866780 -0.6 -0.4 -0.1
H 5.063489 1.616403 -2.493110 -0.9 0.0 0.5
H 2.908489 0.853133 -3.811240 0.0 -0.3 -0.4
H 3.391589 2.030213 -5.128850 0.5 -0.7 -0.2
H 1.982209 3.001453 -3.786300 0.0 0.1 0.0
H 5.086049 3.245433 -3.992150 0.8 1.6 -0.6
C 0.874429 0.882693 0.197670 0.2 -1.3 -0.4
C 0.624329 -0.636057 -0.061210 -0.9 1.0 0.7
O -0.666071 -1.038707 0.466320 1.1 0.2 0.4
O -0.063211 1.560723 -0.581560 -0.7 0.8 -0.5
H 1.866289 1.205953 -0.118300 0.5 -0.4 0.0
H 0.785169 1.199653 1.236740 -0.1 -0.5 0.4
H 1.428619 -1.210607 0.398250 -0.2 -0.2 0.1
H 0.554779 -0.832887 -1.131030 0.6 0.2 -0.1
H -1.284791 -1.002117 -0.266780 -0.2 0.1 -0.3
H 0.160509 2.489553 -0.487660 -0.3 0.2 -0.2
C -7.284531 -3.042237 -0.386420 0.3 -0.4 0.8
C -8.157371 -3.209227 -1.606720 1.9 0.5 -2.9
O -9.080001 -2.204357 -1.845290 -2.4 1.5 1.6
O -5.917461 -3.546527 -0.557250 -1.6 -0.1 0.4
H -7.805451 -3.632307 0.367600 0.8 -0.4 0.4
H -7.230981 -2.049957 0.061480 -0.2 0.4 -0.7
H -8.546661 -4.218107 -1.743520 -0.1 -0.1 0.4
H -7.571201 -2.956357 -2.490220 1.5 -1.4 -0.1
H -9.509441 -2.330507 -2.694570 0.1 -0.2 0.1
H -5.449721 -3.064717 -1.243310 -0.1 0.3 -0.1
C 0.569069 1.611433 5.052050 0.3 0.3 1.3
C -0.142841 0.472603 4.410730 0.0 0.2 -2.2
O -1.403081 0.929533 3.846180 0.2 -0.7 0.9
O 2.007079 1.354783 5.108650 -1.5 0.2 0.7
H 0.118639 1.648173 6.043950 0.7 0.5 0.5
H 0.354649 2.574483 4.588740 0.0 -0.1 -0.3
H -0.258871 -0.373817 5.087640 -0.5 0.1 0.0
H 0.545489 0.167223 3.622680 -0.3 -0.5 -0.4
H -1.320011 1.125093 2.909990 0.4 0.0 -0.2
H 2.367489 1.830543 4.356750 0.3 0.0 -0.6
C 7.032939 3.512823 2.065230 -2.8 -0.9 -1.1
C 6.713879 3.040173 3.498880 1.5 -0.6 -0.6
O 5.344469 2.952763 3.807620 -0.7 0.8 -0.4
O 6.339989 2.633653 1.090050 1.5 -0.3 1.0
H 8.089049 3.513543 1.795520 0.0 -0.1 0.4
H 6.603269 4.493983 1.863250 0.3 0.4 0.4
H 7.258909 3.677573 4.195130 -0.1 0.3 0.1
H 7.105769 2.032763 3.639060 0.4 -0.1 -0.2
H 5.283129 2.887113 4.763410 -0.2 -0.1 0.1
H 5.559879 3.032743 0.697940 -0.2 0.7 0.3
C 5.149109 -2.926337 -1.698310 -3.1 0.7 0.4
C 3.900689 -2.902467 -2.708430 1.2 -0.4 1.4
O 4.309179 -1.911937 -3.653500 0.3 -0.2 0.9
O 6.258499 -3.279317 -2.405610 1.5 0.4 -0.3
H 5.135459 -3.346887 -0.692800 -0.7 -1.2 -0.5
H 5.148889 -1.876397 -1.405500 0.4 0.6 -0.2
H 3.000999 -2.668537 -2.139270 -0.2 0.5 0.0
H 3.701819 -3.844217 -3.219950 0.3 -0.3 0.1
H 3.575529 -1.734637 -4.246730 -0.4 0.2 -0.3
H 6.362139 -2.424377 -2.829800 1.0 -0.3 -1.1
C -3.452771 4.186913 -0.093740 -0.4 -0.6 0.7
C -3.563631 2.833243 0.537170 -0.8 -1.5 0.5
O -3.130511 2.882463 1.878810 0.9 0.5 -0.5
O -4.224351 4.197953 -1.287520 0.7 0.2 -0.4
H -2.402771 4.418083 -0.273060 0.0 0.3 -0.1
H -3.908471 4.864853 0.627960 0.3 0.4 0.0
H -3.119651 1.984763 0.016540 1.0 0.3 -0.5
H -4.602431 2.504303 0.508950 -0.6 0.6 0.1
H -3.554411 2.170753 2.363980 -0.4 0.0 0.5
H -3.620111 4.620233 -1.902480 -0.6 0.2 -0.3
C -2.771651 5.846523 3.265010 -0.5 -0.7 -1.3
C -4.166091 5.216073 3.651560 0.4 0.5 -2.2
O -5.008101 6.147903 4.196190 -0.5 1.8 2.4
O -2.200001 6.519213 4.350330 0.4 -0.2 1.2
H -2.672631 6.602663 2.486200 -1.7 0.1 -0.7
H -2.125451 5.103643 2.797420 0.1 -0.8 0.7
H -4.085341 4.301093 4.238410 0.4 0.0 0.1
H -4.867041 5.058733 2.831790 1.3 -1.3 -1.1
H -4.558481 6.488383 4.973060 -0.2 0.5 0.3
H -1.473471 6.997423 3.944040 0.2 0.2 0.6
C -4.306481 -6.235017 0.352430 0.3 -1.5 -0.9
C -2.925041 -5.747257 0.621150 0.4 2.3 2.0
O -2.620631 -4.355537 0.369280 -0.5 0.1 -1.0
O -5.399051 -5.731017 1.086480 1.2 0.1 -0.3
H -4.112611 -7.257017 0.678040 -0.7 -0.5 -0.3
H -4.489251 -6.242287 -0.722110 -0.4 0.0 -0.2
H -2.133871 -6.260007 0.074120 -0.3 -0.7 0.3
H -2.899461 -5.848437 1.706140 0.9 -0.4 0.1
H -2.514381 -3.773987 1.125660 -0.1 -0.4 0.2
H -5.482631 -4.895647 0.620880 -0.9 0.9 0.1
C -2.534831 0.728603 -3.605500 -0.4 -0.8 0.9
C -2.391791 -0.866027 -3.506960 -2.0 1.2 -1.1
O -2.043961 -1.344637 -2.238900 0.6 0.8 0.4
O -3.155731 1.145203 -4.815030 0.9 -1.0 -1.4
H -1.558271 1.185983 -3.446680 0.1 0.3 -0.1
H -3.247951 1.035573 -2.840430 0.5 -0.3 0.7
H -1.835321 -1.383667 -4.288300 0.6 0.6 -0.1
H -3.417751 -1.159327 -3.729390 -0.3 -0.2 0.0
H -2.356871 -2.252157 -2.229750 -0.1 -0.7 0.2
H -3.783921 1.870373 -4.781610 0.2 -0.1 0.8
C 1.147939 6.239303 -2.139030 0.2 0.4 1.2
C 1.881159 7.390543 -1.382620 0.1 0.2 -2.1
O 1.934639 7.184223 -0.026290 -0.5 -0.7 1.6
O 1.327139 6.206323 -3.530370 0.5 0.1 -0.4
H 0.087309 6.377073 -1.928830 -0.1 -0.3 0.3
H 1.494209 5.281263 -1.751270 -0.1 -0.1 0.0
H 1.311319 8.282963 -1.641410 -0.1 0.4 0.1
H 2.903129 7.564573 -1.719370 0.1 -0.3 -0.7
H 2.207969 7.996953 0.405410 0.0 0.0 0.0
H 1.111409 7.061153 -3.910260 0.0 0.1 0.0
C -5.115341 0.337313 3.338220 -1.6 0.5 -0.5
C -6.330851 1.118083 2.865670 -0.6 -0.3 -0.6
O -6.961171 0.291173 1.959780 -2.0 -1.8 -1.8
O -4.213151 1.306793 3.750660 0.7 -0.4 0.3
H -4.893531 -0.373897 2.542560 1.3 0.7 -0.8
H -5.467921 -0.426427 4.031400 0.1 0.5 1.4
H -6.244211 1.953333 2.170730 1.3 0.7 0.8
H -7.041771 1.412863 3.637550 0.3 0.1 0.5
H -6.950241 -0.636827 2.205320 -0.1 0.0 0.3
H -3.324491 0.957003 3.848250 0.6 -0.3 0.5
C -6.652961 0.542623 -2.007190 0.4 -0.9 1.1
C -7.058221 1.997903 -2.235840 0.1 -0.7 -0.1
O -6.823131 2.805283 -1.101210 0.4 0.0 -0.3
O -5.302371 0.408523 -1.496920 0.1 -0.3 -1.2
H -6.624461 -0.032797 -2.932490 0.1 0.5 -0.4
H -7.298031 -0.105677 -1.414160 -0.4 0.7 0.6
H -8.087351 2.197833 -2.534190 -0.2 -0.8 -0.2
H -6.427741 2.253713 -3.087400 0.2 0.7 0.0
H -6.275771 3.502943 -1.469000 0.4 0.4 0.7
H -5.077611 0.775913 -0.638960 -1.0 0.3 0.1
C 6.654039 -0.597297 1.881780 -2.4 1.3 -2.4
C 5.609949 -0.836667 2.919840 0.4 0.1 1.3
O 6.210579 -0.480767 4.174580 -0.8 0.2 0.7
O 7.302229 -1.721507 1.500020 2.5 -3.0 0.4
H 7.321489 0.235363 2.103810 -0.2 0.1 0.4
H 6.134579 -0.405017 0.943010 -0.6 1.5 0.0
H 5.190499 -1.839057 3.005710 0.6 -0.5 -0.5
H 4.691059 -0.273067 2.758310 0.4 0.8 0.2
H 6.971029 -1.050617 4.310880 0.0 -0.1 -0.1
H 7.942249 -1.457367 0.835040 0.1 -0.3 -0.1
C 3.184859 -4.955837 2.772320 0.6 0.5 1.6
C 3.999719 -4.504097 1.585260 -0.4 0.0 -1.2
O 3.178499 -4.628807 0.409370 0.4 -0.5 0.1
O 2.148089 -4.029397 2.938610 -1.1 0.6 -0.9
H 3.717309 -4.931557 3.723120 0.9 -0.2 -0.1
H 2.724769 -5.943967 2.771020 0.5 -0.4 -0.9
H 4.955409 -4.993747 1.398180 -0.3 -0.6 0.1
H 4.265899 -3.447147 1.595410 0.0 0.2 1.0
H 2.357719 -4.177947 0.620640 -0.3 0.1 0.0
H 2.073919 -3.755157 3.855610 -0.4 0.0 0.2
C -2.637861 -5.997257 -3.633320 1.7 -0.2 -1.5
C -1.877701 -5.078897 -2.657960 -1.7 -1.5 -0.6
O -2.946881 -4.229797 -2.297580 0.3 1.6 0.3
O -2.004281 -7.256607 -3.876110 -0.1 -0.7 0.6
H -2.642831 -5.555337 -4.629710 -0.4 0.7 0.0
H -3.678211 -6.138457 -3.340330 0.4 -0.3 0.4
H -1.009561 -4.555647 -3.058750 0.0 -0.1 -0.1
H -1.637221 -5.672347 -1.775870 0.7 0.0 -0.2
H -2.890211 -4.317677 -1.343290 -0.6 0.9 0.9
H -1.129051 -7.080797 -4.229180 0.0 0.2 -0.1
```
Forces are in eV/Å.